# 1
Here is a 15-piece molecular cluster, C4H41N2O15 overall in a non-equilibrium geometry from the Open Molecules 2025 dataset. Energies are from ωB97M-V/def2-TZVPD.

Strongest force on any atom: 2.18 eV/A
HOMO-LUMO gap: 9.0 eV
E_HOMO: -11.3 eV

The geometry in ORCA input format:
```
! RIJCOSX wB97M-V def2-TZVPD def2/J DEFGRID3
* xyz 1 1
N -0.824 0.842 -1.665
C 0.386 0.185 -1.078
C 0.061 -0.121 0.387
O 0.019 1.150 1.031
C 0.679 -1.134 -1.870
N 2.139 -1.241 -1.906
C 2.722 -1.025 -3.222
H -0.916 1.796 -1.287
H -1.688 0.301 -1.460
H -0.689 1.037 -2.659
H 1.208 0.892 -1.030
H 0.609 -0.772 1.043
H -0.942 -0.583 0.446
H 0.820 1.227 1.548
H 0.246 -1.936 -1.267
H 0.112 -1.131 -2.804
H 2.486 -1.992 -1.338
H 2.040 -0.523 -3.905
H 3.107 -1.921 -3.689
H 3.590 -0.363 -3.096
H 1.201 2.606 -2.751
H 0.574 3.247 -3.931
O 0.317 2.789 -3.123
H 1.208 -2.874 1.778
H -0.215 -3.257 1.408
O 0.292 -2.681 1.996
H 0.478 2.295 3.729
H -0.356 3.492 3.309
O 0.504 3.094 3.182
H -4.771 2.173 0.270
H -3.546 2.582 0.906
O -4.182 1.853 0.955
H -3.899 -0.100 1.766
H -3.550 -0.560 3.035
O -3.400 -0.861 2.125
H -0.539 -3.912 -0.451
H -0.607 -5.414 -0.258
O -0.116 -4.631 0.012
H -3.247 -3.043 -0.546
H -3.364 -2.641 1.005
O -2.823 -2.633 0.209
H -0.816 -0.388 3.173
H 0.701 -0.466 3.255
O -0.046 0.054 3.542
H -3.035 -0.586 -0.205
H -3.994 0.323 -0.926
O -3.222 -0.228 -1.089
H 3.190 3.801 1.695
H 2.125 2.809 2.059
O 2.823 2.959 1.403
H 2.989 -0.789 0.475
H 3.584 -0.935 1.850
O 2.783 -0.626 1.407
H -1.377 2.534 1.053
H -0.750 3.681 0.266
O -1.522 3.111 0.296
H 2.907 2.804 -0.625
H 2.931 3.754 -1.798
O 2.508 2.940 -1.503
H 1.756 -4.620 -1.728
H 1.085 -4.273 -3.180
O 1.700 -4.051 -2.487
*
```

Partial charges, Löwdin, in e: number 1, N, carries 0.193; number 2, C, carries -0.225; number 3, C, carries -0.199; number 4, O, carries -0.097; number 5, C, carries -0.155; number 6, N, carries -0.112; number 7, C, carries -0.105; number 8, H, carries 0.118; number 9, H, carries 0.092; number 10, H, carries 0.131; number 11, H, carries 0.130; number 12, H, carries 0.063; number 13, H, carries 0.113; number 14, H, carries 0.049; number 15, H, carries 0.099; number 16, H, carries 0.124; number 17, H, carries 0.091; number 18, H, carries 0.080; number 19, H, carries 0.069; number 20, H, carries 0.077; number 21, H, carries 0.007; number 22, H, carries 0.062; number 23, O, carries -0.059; number 24, H, carries 0.041; number 25, H, carries 0.004; number 26, O, carries -0.049; number 27, H, carries 0.043; number 28, H, carries 0.054; number 29, O, carries -0.037; number 30, H, carries 0.056; number 31, H, carries 0.030; number 32, O, carries -0.037; number 33, H, carries 0.024; number 34, H, carries 0.071; number 35, O, carries -0.057; number 36, H, carries 0.009; number 37, H, carries 0.070; number 38, O, carries -0.039; number 39, H, carries 0.059; number 40, H, carries 0.038; number 41, O, carries -0.056; number 42, H, carries 0.033; number 43, H, carries 0.023; number 44, O, carries -0.028; number 45, H, carries 0.012; number 46, H, carries 0.056; number 47, O, carries -0.045; number 48, H, carries 0.061; number 49, H, carries 0.002; number 50, O, carries -0.051; number 51, H, carries 0.034; number 52, H, carries 0.065; number 53, O, carries -0.035; number 54, H, carries 0.023; number 55, H, carries 0.063; number 56, O, carries -0.054; number 57, H, carries 0.027; number 58, H, carries 0.064; number 59, O, carries -0.062; number 60, H, carries 0.026; number 61, H, carries 0.048; number 62, O, carries -0.033

# 2
Here is C32H32F2N3PdSi2 as an isolated structure in a non-equilibrium geometry from the Open Molecules 2025 dataset. Energies are from ωB97M-V/def2-TZVPD.

Strongest force on any atom: 1.16 eV/A
HOMO-LUMO gap (alpha / beta): 7.0 / 5.6 eV
E_HOMO (alpha / beta): -9.5 / -11.3 eV

The geometry in ORCA input format:
```
! RIJCOSX wB97M-V def2-TZVPD def2/J DEFGRID3
* xyz 1 5
Pd -0.296 -0.175 -0.249
C 3.553 1.398 0.806
C 2.352 1.554 1.686
C 2.366 2.458 2.780
C 1.259 2.564 3.597
C 0.159 1.768 3.341
C 0.188 0.892 2.227
N 1.295 0.824 1.427
N -0.823 0.110 1.819
Si -1.610 -1.161 2.829
C -0.363 -1.547 4.144
C -3.213 -0.525 3.489
C -1.926 -2.669 1.810
H 4.412 1.066 1.394
H 3.820 2.355 0.352
H 3.355 0.673 0.022
H 3.253 3.048 2.976
H 1.254 3.255 4.430
H -0.736 1.826 3.948
H -0.208 -0.705 4.824
H 0.603 -1.806 3.701
H -0.708 -2.401 4.732
H -3.102 0.374 4.100
H -3.679 -1.299 4.109
H -3.890 -0.300 2.657
H -1.090 -2.962 1.172
H -2.809 -2.537 1.184
H -2.125 -3.495 2.503
F 0.583 4.183 -3.371
C 0.919 2.926 -3.064
C 0.499 2.392 -1.857
C 0.849 1.092 -1.586
C 1.633 0.304 -2.431
C 2.009 0.910 -3.628
F 2.741 0.229 -4.525
C 1.666 2.202 -3.968
C 1.994 -1.078 -2.023
C 2.875 -1.917 -2.698
C 3.134 -3.180 -2.193
C 2.530 -3.591 -1.018
C 1.670 -2.708 -0.397
N 1.408 -1.498 -0.889
H -0.085 3.002 -1.178
H 1.977 2.625 -4.913
H 3.357 -1.589 -3.603
H 3.813 -3.840 -2.719
H 2.714 -4.568 -0.593
H 1.175 -2.964 0.531
C -1.764 0.328 -6.009
C -1.802 1.250 -4.968
C -1.889 0.808 -3.657
C -1.949 -0.557 -3.361
C -1.913 -1.471 -4.420
C -1.825 -1.031 -5.735
Si -2.066 -1.185 -1.618
C -3.578 -0.546 -0.721
C -3.673 0.791 -0.315
C -4.827 1.277 0.288
C -5.902 0.427 0.504
C -5.822 -0.907 0.120
C -4.668 -1.390 -0.485
H -1.688 0.671 -7.034
H -1.769 2.312 -5.182
H -1.920 1.539 -2.854
H -1.963 -2.536 -4.217
H -1.808 -1.749 -6.546
H -2.182 -2.659 -1.711
H -2.837 1.465 -0.478
H -4.891 2.317 0.584
H -6.805 0.803 0.969
H -6.663 -1.569 0.286
H -4.620 -2.433 -0.784
*
```

Partial charges, Löwdin, in e: number 1, Pd, carries 0.859; number 2, C, carries -0.006; number 3, C, carries -0.296; number 4, C, carries 0.028; number 5, C, carries -0.031; number 6, C, carries 0.022; number 7, C, carries -0.419; number 8, N, carries 0.118; number 9, N, carries -0.018; number 10, Si, carries 0.420; number 11, C, carries -0.156; number 12, C, carries -0.147; number 13, C, carries -0.163; number 14, H, carries 0.095; number 15, H, carries 0.097; number 16, H, carries 0.065; number 17, H, carries 0.128; number 18, H, carries 0.123; number 19, H, carries 0.121; number 20, H, carries 0.036; number 21, H, carries 0.042; number 22, H, carries 0.047; number 23, H, carries 0.036; number 24, H, carries 0.049; number 25, H, carries 0.023; number 26, H, carries 0.010; number 27, H, carries 0.014; number 28, H, carries 0.053; number 29, F, carries 0.091; number 30, C, carries -0.278; number 31, C, carries -0.047; number 32, C, carries -0.134; number 33, C, carries -0.128; number 34, C, carries -0.202; number 35, F, carries 0.085; number 36, C, carries 0.084; number 37, C, carries -0.208; number 38, C, carries 0.019; number 39, C, carries -0.030; number 40, C, carries -0.040; number 41, C, carries -0.114; number 42, N, carries 0.013; number 43, H, carries 0.120; number 44, H, carries 0.144; number 45, H, carries 0.113; number 46, H, carries 0.120; number 47, H, carries 0.114; number 48, H, carries 0.103; number 49, C, carries -0.074; number 50, C, carries -0.078; number 51, C, carries -0.117; number 52, C, carries -0.342; number 53, C, carries -0.110; number 54, C, carries -0.077; number 55, Si, carries 0.683; number 56, C, carries -0.358; number 57, C, carries -0.131; number 58, C, carries -0.086; number 59, C, carries -0.082; number 60, C, carries -0.074; number 61, C, carries -0.119; number 62, H, carries 0.107; number 63, H, carries 0.109; number 64, H, carries 0.087; number 65, H, carries 0.092; number 66, H, carries 0.107; number 67, H, carries -0.015; number 68, H, carries 0.079; number 69, H, carries 0.107; number 70, H, carries 0.109; number 71, H, carries 0.109; number 72, H, carries 0.100

# 3
Here is an isolated ion of composition Br2H2O2P and charge +1 in a non-equilibrium geometry from the Open Molecules 2025 dataset. Energies are from ωB97M-V/def2-TZVPD.

Strongest force on any atom: 3.08 eV/A
HOMO-LUMO gap (alpha / beta): 6.9 / 6.8 eV
E_HOMO (alpha / beta): -15.1 / -15.1 eV

The geometry in ORCA input format:
```
! RIJCOSX wB97M-V def2-TZVPD def2/J DEFGRID3
* xyz 1 1
O -0.348 0.725 -1.088
O -1.701 -0.058 0.684
P -0.824 -0.626 -0.508
Br 3.735 -0.889 0.908
Br 0.979 -1.259 1.550
H 0.007 1.181 -1.925
H -1.848 0.926 0.379
*
```

Partial charges, Löwdin, in e: number 1, O, carries -0.261; number 2, O, carries -0.310; number 3, P, carries 0.839; number 4, Br, carries 0.198; number 5, Br, carries 0.208; number 6, H, carries 0.180; number 7, H, carries 0.146

# 4
Here is a 3-piece molecular cluster, C27H53N5O3P overall in a non-equilibrium geometry from the Open Molecules 2025 dataset. Energies are from ωB97M-V/def2-TZVPD.

Strongest force on any atom: 6.50 eV/A
HOMO-LUMO gap (alpha / beta): 6.3 / 6.8 eV
E_HOMO (alpha / beta): -10.2 / -10.8 eV

The geometry in ORCA input format:
```
! RIJCOSX wB97M-V def2-TZVPD def2/J DEFGRID3
* xyz 1 3
C -4.227 1.724 -0.324
C -5.471 2.599 -1.018
C -5.378 2.615 -2.667
C -6.699 3.330 -3.388
N -7.461 4.192 -2.405
C -6.975 5.528 -1.880
C -8.169 6.043 -0.881
P -8.356 7.623 0.175
O -9.354 7.244 1.375
N -9.267 5.000 -0.894
C -8.828 3.890 -1.832
C -9.878 2.651 -2.044
C -9.195 1.210 -2.424
N -9.275 0.167 -1.494
H -4.453 0.574 -0.358
H -3.232 2.037 -0.879
H -4.104 2.123 0.794
H -6.510 2.140 -0.740
H -5.408 3.662 -0.523
H -5.134 1.551 -3.100
H -4.431 3.295 -2.924
H -7.354 2.583 -4.007
H -6.230 4.084 -4.186
H -5.966 6.075 -2.106
H -9.052 8.620 -0.628
H -7.121 8.141 0.707
H -10.196 5.013 -0.383
H -10.420 2.493 -0.992
H -10.747 2.988 -2.786
H -8.668 0.936 -3.441
H -8.827 -0.698 -1.886
C 3.010 -0.044 -0.279
C 1.544 0.468 -0.318
C 1.269 1.339 0.937
C 1.158 0.518 2.218
C 0.122 -0.589 2.068
C 0.326 -1.479 0.813
N 0.592 -0.688 -0.436
O -0.640 -0.178 -0.884
C 1.491 -2.475 1.050
C -0.925 -2.414 0.689
C 1.522 1.397 -1.577
H 3.717 0.763 -0.508
H 3.318 -0.419 0.696
H 3.174 -0.832 -1.023
H 0.338 1.905 0.804
H 2.063 2.086 1.061
H 2.129 0.096 2.493
H 0.868 1.177 3.046
H 0.132 -1.209 2.975
H -0.871 -0.122 2.033
H 1.741 -3.017 0.130
H 1.222 -3.228 1.801
H 2.398 -2.007 1.430
H -1.867 -1.855 0.646
H -1.008 -3.079 1.557
H -0.861 -3.048 -0.204
H 1.729 0.826 -2.490
H 2.284 2.182 -1.499
H 0.567 1.917 -1.706
C 8.710 -2.989 0.276
C 7.244 -2.477 0.237
C 6.969 -1.606 1.492
C 6.858 -2.427 2.773
C 5.822 -3.534 2.623
C 6.026 -4.424 1.368
N 6.292 -3.633 0.119
O 5.060 -3.123 -0.329
C 7.191 -5.420 1.605
C 4.775 -5.359 1.244
C 7.222 -1.548 -1.022
H 9.417 -2.182 0.047
H 9.018 -3.364 1.251
H 8.874 -3.777 -0.468
H 6.038 -1.040 1.359
H 7.763 -0.859 1.616
H 7.829 -2.849 3.048
H 6.568 -1.768 3.601
H 5.832 -4.154 3.530
H 4.829 -3.067 2.588
H 7.441 -5.962 0.685
H 6.922 -6.173 2.356
H 8.098 -4.952 1.985
H 3.833 -4.800 1.201
H 4.692 -6.024 2.112
H 4.839 -5.993 0.351
H 7.429 -2.119 -1.935
H 7.984 -0.763 -0.944
H 6.267 -1.028 -1.151
*
```

Partial charges, Löwdin, in e: number 1, C, carries -0.122; number 2, C, carries -0.265; number 3, C, carries -0.168; number 4, C, carries -0.139; number 5, N, carries -0.064; number 6, C, carries 0.056; number 7, C, carries -0.235; number 8, P, carries 0.777; number 9, O, carries -0.523; number 10, N, carries 0.090; number 11, C, carries -0.037; number 12, C, carries -0.085; number 13, C, carries -0.179; number 14, N, carries 0.065; number 15, H, carries 0.087; number 16, H, carries 0.086; number 17, H, carries 0.091; number 18, H, carries 0.097; number 19, H, carries 0.098; number 20, H, carries 0.129; number 21, H, carries 0.124; number 22, H, carries 0.119; number 23, H, carries 0.148; number 24, H, carries 0.150; number 25, H, carries 0.030; number 26, H, carries 0.028; number 27, H, carries 0.179; number 28, H, carries 0.144; number 29, H, carries 0.147; number 30, H, carries 0.117; number 31, H, carries 0.055; number 32, C, carries -0.045; number 33, C, carries -0.472; number 34, C, carries -0.139; number 35, C, carries -0.187; number 36, C, carries -0.138; number 37, C, carries -0.472; number 38, N, carries -0.017; number 39, O, carries -0.052; number 40, C, carries -0.045; number 41, C, carries -0.048; number 42, C, carries -0.048; number 43, H, carries 0.087; number 44, H, carries 0.052; number 45, H, carries 0.094; number 46, H, carries 0.118; number 47, H, carries 0.124; number 48, H, carries 0.103; number 49, H, carries 0.114; number 50, H, carries 0.126; number 51, H, carries 0.118; number 52, H, carries 0.096; number 53, H, carries 0.087; number 54, H, carries 0.052; number 55, H, carries 0.067; number 56, H, carries 0.084; number 57, H, carries 0.089; number 58, H, carries 0.089; number 59, H, carries 0.083; number 60, H, carries 0.067; number 61, C, carries -0.043; number 62, C, carries -0.473; number 63, C, carries -0.136; number 64, C, carries -0.186; number 65, C, carries -0.136; number 66, C, carries -0.472; number 67, N, carries -0.019; number 68, O, carries -0.043; number 69, C, carries -0.042; number 70, C, carries -0.043; number 71, C, carries -0.043; number 72, H, carries 0.086; number 73, H, carries 0.057; number 74, H, carries 0.094; number 75, H, carries 0.113; number 76, H, carries 0.125; number 77, H, carries 0.104; number 78, H, carries 0.115; number 79, H, carries 0.126; number 80, H, carries 0.113; number 81, H, carries 0.094; number 82, H, carries 0.086; number 83, H, carries 0.058; number 84, H, carries 0.062; number 85, H, carries 0.085; number 86, H, carries 0.090; number 87, H, carries 0.090; number 88, H, carries 0.084; number 89, H, carries 0.065

| no. | E (Ha) |
| --- | --- |
| 1 | -1414.887267 |
| 2 | -2309.187904 |
| 3 | -5640.737749 |
| 4 | -1900.743551 |